Entry 1:
Below is 11 unconnected molecules or ions with the total composition C5H34N3O10 in a non-equilibrium geometry, with properties calculated with ωB97M-V/def2-TZVPD.

The frontier orbital gap comes out at 0.2443 Ha. As for the spin multiplicity: 1. The total charge is +1. Its HOMO energy is -8.95 eV. For the relative energy (zero: lowest compared OMol25 entry of this formula, charge and spin), the calculation gives 2.528 eV. The value obtained for the total energy is -30675.78541 eV.

Last column: natural (NBO) charge in e.
CARTESIAN COORDINATES (ANGSTROEM)
O: -2.21 -1.58 -2.10  -0.992
O: -2.16 -0.67 3.65  -0.968
O: -1.35 0.94 -2.92  -0.967
O: 1.21 3.18 -2.16  -1.008
O: 2.98 -1.23 1.68  -0.989
O: -1.45 3.36 -1.68  -0.991
O: 0.35 -2.56 -1.83  -0.995
O: -0.07 -2.98 1.39  -0.974
O: -4.30 1.20 1.98  -0.985
O: -3.77 -1.12 0.15  -0.991
N: 2.23 0.44 -1.38  -0.429
N: 0.60 -0.47 2.59  -0.715
N: 3.45 -1.54 -1.32  -0.867
C: 1.20 0.92 2.59  -0.227
C: 3.32 -0.19 -1.76  0.086
C: 0.61 1.73 1.38  -0.417
C: 0.35 0.82 0.17  -0.476
C: 1.30 -0.06 -0.53  -0.336
H: -3.99 0.57 1.33  0.501
H: -0.42 -0.41 2.45  0.449
H: -1.28 1.26 -3.83  0.507
H: -0.28 2.20 1.83  0.217
H: -0.42 0.88 -2.61  0.506
H: -1.61 2.45 -2.04  0.496
H: 2.13 1.42 -1.62  0.448
H: 1.99 3.70 -1.94  0.486
H: 0.98 -1.00 1.79  0.496
H: -2.51 -0.05 4.32  0.486
H: 2.26 0.74 2.44  0.239
H: 1.30 2.56 1.12  0.223
H: 3.68 -1.51 2.28  0.479
H: -0.12 -3.04 0.42  0.500
H: 4.05 -2.08 -1.94  0.389
H: -4.32 -1.88 0.39  0.478
H: -0.62 0.32 0.42  0.205
H: 4.11 0.25 -2.34  0.200
H: -0.09 1.49 -0.61  0.220
H: -0.28 -1.85 -1.97  0.504
H: 0.33 -3.80 1.68  0.483
H: -2.22 3.88 -1.95  0.488
H: 0.37 3.63 -1.99  0.522
H: -1.95 -0.68 -2.39  0.508
H: -2.68 -2.00 -2.82  0.493
H: 1.35 -1.10 -0.28  0.201
H: 2.56 -2.03 -1.53  0.399
H: 3.40 -1.48 0.84  0.510
H: -3.20 -1.51 -0.54  0.502
H: -2.71 -0.42 2.89  0.492
H: 0.28 -3.25 -2.50  0.485
H: 0.99 1.38 3.53  0.212
H: -4.03 2.11 1.83  0.481
H: 0.65 -0.96 3.47  0.437



Entry 2:
Below is a molecular structure, C4H6FGaO4 in a non-equilibrium geometry, with properties calculated with ωB97M-V/def2-TZVPD.

The frontier orbital gap (spin up / spin down) comes out at 0.3865 / 0.2709 Ha. As for the spin multiplicity: 2. The total charge is +1. Its HOMO energy (spin up / spin down) is -15.25 / -15.42 eV. For the relative energy (zero: lowest compared OMol25 entry of this formula, charge and spin), the calculation gives 0.000 eV. The value obtained for the total energy is -67520.61607 eV.

Last column: Löwdin spin population.
CARTESIAN COORDINATES (ANGSTROEM)
Ga: 0.40 2.44 0.33  0.615
F: 3.03 0.64 0.15  0.009
O: 0.95 1.02 -0.69  0.178
O: 0.51 -0.36 1.38  0.006
O: -1.41 -0.65 0.31  0.009
O: -0.94 1.33 1.28  0.141
C: -0.60 0.20 0.90  0.019
C: -2.40 -0.11 -0.57  0.002
C: 1.88 0.09 -0.50  0.013
C: 1.34 -1.01 0.42  0.005
H: 2.28 -0.34 -1.44  0.002
H: -1.92 0.52 -1.33  0.001
H: -2.88 -0.98 -1.04  0.000
H: 0.75 -1.73 -0.17  0.000
H: 2.13 -1.54 0.96  0.001
H: -3.12 0.48 0.00  0.001



Results for M: 296.3; 206.8 (in g/mol, following the order of the records).